Record 1
Molecular formula: C43H61As2BN10S5W
Method: DFT, wB97M-V/def2-TZVPD

Its energy above the lowest of the compared OMol25 structures with the same formula, charge and spin is 0.000 eV. Its spin multiplicity is 1. For the LUMO energy, the calculation gives -12.1 eV. The net charge is +4. The calculation puts the energy at -8776.018838 a.u. The calculation puts the gap between HOMO and LUMO at 0.2138 Ha. As for the HOMO energy: -17.89 eV.

XYZ file:
```
123
Properties=species:S:1:pos:R:3:lowdin_charge:R:1
W -0.06584 -0.46088 0.19555 0.833
C -0.09380 3.13523 -3.98274 -0.009
C -1.15106 2.13994 -3.62772 -0.209
C -2.15594 1.75327 -4.47280 0.104
C -3.13506 0.79860 -4.08773 -0.176
N -3.13609 0.29454 -2.87492 0.202
N -2.16527 0.69130 -2.05363 -0.031
B -2.25138 0.39238 -0.54452 -0.670
N -2.58341 1.78362 0.12266 -0.054
N -3.37528 2.57945 -0.58957 0.210
C -3.68065 3.75942 -0.09157 -0.155
C -3.21098 4.14272 1.18670 0.118
C -2.36225 3.33694 1.90131 -0.201
C -1.78641 3.72413 3.22760 -0.017
C -2.03717 2.12067 1.27248 -0.519
S -0.89055 0.97918 1.94748 0.703
C -4.51548 4.69920 -0.93874 -0.539
C -4.85126 4.06977 -2.28977 -0.044
C -5.81069 5.02925 -0.18002 -0.011
C -3.69600 5.98141 -1.16298 -0.016
N -3.45621 -0.54650 -0.25207 0.001
N -4.65654 -0.00035 -0.30401 0.217
C -5.71258 -0.78768 -0.16019 -0.141
C -5.54653 -2.17914 -0.02055 0.128
C -4.29087 -2.74535 0.03899 -0.203
C -4.06248 -4.21262 0.22584 -0.017
C -3.23244 -1.83124 -0.05554 -0.491
S -1.55156 -2.28886 0.19578 0.734
C -7.06267 -0.08660 -0.14796 -0.532
C -8.19893 -1.06399 0.15240 -0.039
C -7.28956 0.55826 -1.52359 -0.024
C -7.02321 0.99991 0.93942 -0.026
C -1.18273 1.52542 -2.35801 -0.510
S -0.01416 1.75837 -1.09552 0.912
C -4.21492 0.35739 -5.05737 -0.542
C -3.54883 -0.18752 -6.33028 -0.019
C -5.07377 1.58614 -5.40102 -0.009
C -5.09371 -0.72874 -4.44258 -0.040
H -0.07250 3.31684 -5.05528 0.104
H -0.28577 4.08718 -3.48134 0.106
H 0.89098 2.79118 -3.66109 0.081
H -2.20387 2.17311 -5.47078 0.143
H -3.50511 5.10393 1.59073 0.145
H -2.22592 4.65520 3.57770 0.104
H -1.97268 2.95667 3.98031 0.095
H -0.70668 3.87126 3.15136 0.096
H -5.39817 3.13299 -2.17470 0.061
H -5.47143 4.76290 -2.85861 0.107
H -3.94861 3.86846 -2.87282 0.077
H -6.38830 4.12749 0.03689 0.083
H -5.61931 5.55425 0.75767 0.092
H -6.42958 5.68367 -0.79448 0.107
H -2.75794 5.76767 -1.68199 0.091
H -4.27027 6.67208 -1.78136 0.107
H -3.46647 6.50027 -0.23041 0.090
H -6.42123 -2.81139 0.06253 0.137
H -5.00564 -4.75259 0.18871 0.104
H -3.40601 -4.61391 -0.54797 0.095
H -3.59263 -4.41039 1.19195 0.099
H -8.29553 -1.83765 -0.61271 0.097
H -8.09020 -1.53925 1.13035 0.101
H -9.14048 -0.51550 0.16615 0.107
H -7.44056 -0.19890 -2.29567 0.088
H -8.18653 1.17787 -1.48804 0.107
H -6.44589 1.19006 -1.80940 0.057
H -6.88806 0.56629 1.93291 0.097
H -6.22243 1.71818 0.75482 0.059
H -7.97146 1.53840 0.93953 0.104
H -2.89687 0.54261 -6.81274 0.088
H -2.96494 -1.08772 -6.11933 0.084
H -4.31677 -0.45920 -7.05499 0.108
H -4.50544 2.34985 -5.93651 0.095
H -5.89663 1.28252 -6.04859 0.107
H -5.49968 2.03723 -4.50180 0.080
H -4.51131 -1.60947 -4.15906 0.080
H -5.61855 -0.36856 -3.55781 0.053
H -5.83689 -1.04213 -5.17619 0.107
C -1.01387 -1.26103 4.06018 -0.263
As 0.36330 -1.54581 2.73536 1.048
C 1.97123 -1.13958 3.73758 -0.216
C 0.40234 -3.46652 2.59688 -0.443
C 0.01974 -4.29267 3.64610 -0.062
C 0.15864 -5.66944 3.51015 -0.015
C 0.68074 -6.21460 2.34636 -0.016
C 1.06753 -5.38764 1.29916 -0.058
C 0.92243 -4.01277 1.43417 -0.448
As 1.47023 -2.76306 0.09773 1.118
C 3.36645 -2.49192 0.38556 -0.194
C 1.45460 -3.78311 -1.53654 -0.208
H -0.74111 -1.86750 4.92030 0.049
H -1.97741 -1.57822 3.66864 0.053
H -1.05118 -0.22237 4.36447 0.016
H 2.08253 -1.96017 4.44415 0.062
H 1.83815 -0.20437 4.27419 0.045
H 2.85231 -1.07436 3.10714 0.019
H -0.38157 -3.90002 4.56914 0.107
H -0.13986 -6.31809 4.32366 0.133
H 0.79102 -7.28724 2.25267 0.133
H 1.48031 -5.83065 0.40263 0.111
H 3.77093 -3.45341 0.69617 0.067
H 3.55836 -1.74986 1.15654 0.020
H 3.83156 -2.18372 -0.54564 0.047
H 2.08954 -4.65070 -1.36664 0.057
H 1.88583 -3.20649 -2.34925 0.027
H 0.44749 -4.11290 -1.77770 0.050
N 2.38358 1.52300 2.21350 0.116
C 2.76266 1.11192 0.98507 -0.672
N 2.00309 0.42033 0.13767 -0.167
C 2.68107 0.24094 -1.07811 -0.414
C 3.94410 0.69985 -1.09904 -0.291
S 4.33505 1.46104 0.38854 1.194
C 1.94585 -0.37593 -2.17019 -0.392
C 2.33939 -0.51007 -3.44715 -0.283
S 1.09955 -1.23637 -4.39516 1.171
C 0.08661 -1.32456 -3.00320 -0.690
N 0.64731 -0.84092 -1.89684 -0.177
N -1.14212 -1.83978 -3.10746 0.156
H 1.40783 1.73338 2.35475 0.030
H 3.02790 2.10305 2.73055 0.129
H 4.66454 0.65086 -1.90139 0.110
H 3.26803 -0.19896 -3.90140 0.109
H -1.46656 -2.21727 -3.98268 0.125
H -1.70772 -1.98236 -2.29036 0.048
```

=====

Record 2
Molecular formula: C43H61BI2N2OP3SeTi
Method: DFT, wB97M-V/def2-TZVPD

Its energy above the lowest of the compared OMol25 structures with the same formula, charge and spin is 0.000 eV. Its spin multiplicity is 1. For the LUMO energy, the calculation gives -3.0 eV. The net charge is +1. The calculation puts the energy at -6755.009472 a.u. The calculation puts the gap between HOMO and LUMO at 0.2394 Ha. As for the HOMO energy: -9.50 eV.

XYZ file:
```
115
Properties=species:S:1:pos:R:3:lowdin_charge:R:1
Ti 1.11776 0.97282 0.29712 0.090
C 1.05016 0.82361 5.67458 -0.081
C 0.60378 1.02686 4.22274 -0.639
C -0.54983 0.03690 3.92262 -0.093
C -0.05172 2.38992 4.04493 -0.126
P 1.95694 0.94485 2.86393 1.079
C 2.44889 -0.81683 2.94781 -0.366
N 1.51130 -1.54186 2.20739 -0.081
B 0.70616 -1.09801 1.04253 -0.578
N -0.18974 -2.19264 0.76045 -0.012
C -1.17032 -2.36191 -0.26160 -0.271
P -2.83440 -1.44539 0.04685 1.093
C -3.88329 -2.46852 1.22240 -0.694
C -3.12538 -2.42082 2.57754 -0.093
C -5.24129 -1.75892 1.47739 -0.102
C -4.14246 -3.91464 0.82253 -0.076
C -3.53220 -1.68859 -1.73139 -0.667
C -5.04087 -1.31848 -1.68802 -0.100
C -3.37777 -3.06023 -2.37008 -0.085
C -2.79721 -0.61711 -2.60400 -0.116
C 0.11887 -3.24473 1.62134 -0.184
C -0.34803 -4.55272 1.69017 -0.016
C 0.12930 -5.39578 2.71078 -0.087
C 1.09921 -4.95462 3.56352 -0.103
C 1.63466 -3.68100 3.47500 -0.008
C 1.16011 -2.85538 2.46942 -0.179
C 3.50629 1.85356 3.48147 -0.690
C 3.15330 3.20218 4.00227 -0.120
C 4.53158 2.01226 2.31682 -0.105
C 4.17393 1.07587 4.60082 -0.092
H 0.17249 0.87978 6.32015 0.091
H 1.64211 1.67286 6.06320 0.074
H 1.57691 -0.12636 5.86304 0.089
H -1.36815 0.38091 4.53022 0.081
H -0.31468 -1.02137 4.11324 0.100
H -0.95183 0.12952 2.90586 0.036
H -0.89010 2.48801 4.74959 0.100
H -0.47378 2.50996 3.04517 0.020
H 0.57055 3.25615 4.21504 0.059
H 2.44298 -1.16229 4.01490 0.107
H 3.46933 -0.92932 2.53570 0.086
H -1.27508 -3.43960 -0.47918 0.098
H -0.81494 -1.93716 -1.17831 0.048
H -2.95912 -1.36948 3.00121 0.099
H -2.20613 -2.98969 2.51836 0.052
H -3.71602 -2.91745 3.32162 0.076
H -5.09349 -0.71211 1.64830 0.063
H -5.73906 -2.18187 2.34135 0.084
H -5.94163 -1.86299 0.63741 0.062
H -3.21690 -4.47709 0.81414 0.060
H -4.62925 -4.05187 -0.13340 0.055
H -4.86226 -4.37574 1.52816 0.103
H -5.68338 -2.11890 -1.31730 0.070
H -5.33462 -0.96013 -2.72309 0.103
H -5.16759 -0.43325 -1.08546 0.060
H -3.93978 -3.86048 -1.93091 0.057
H -2.32602 -3.29914 -2.33966 0.060
H -3.66444 -3.01506 -3.43732 0.100
H -1.75334 -0.84798 -2.76413 0.059
H -2.83773 0.35566 -2.10885 0.019
H -3.22730 -0.55499 -3.59701 0.078
H -1.17667 -4.91101 1.12047 0.081
H -0.22497 -6.40713 2.79113 0.102
H 1.47107 -5.60587 4.36235 0.112
H 2.52844 -3.36886 3.96755 0.102
H 2.57589 3.85644 3.32427 0.068
H 4.08822 3.74556 4.21738 0.099
H 2.64759 3.17248 4.97644 0.076
H 4.04631 2.43534 1.43400 0.042
H 5.05156 1.10688 1.96781 0.073
H 5.27921 2.68125 2.74305 0.082
H 3.44093 1.00442 5.45458 0.072
H 5.14478 1.51415 4.86743 0.099
H 4.43742 0.01501 4.39393 0.086
I 0.80759 4.05378 0.38629 0.950
C -1.33233 3.93638 0.51184 -1.043
I -2.09006 1.93930 0.41276 0.940
H -1.76542 4.50622 -0.28973 -0.038
H -1.66282 4.36307 1.44053 -0.036
Se 3.08789 -0.03534 -0.23052 0.464
O 0.47130 1.37726 -1.55962 -0.602
P 0.87073 1.53662 -3.05596 0.915
C 1.85697 0.12023 -3.59133 -0.324
C 2.70496 0.22947 -4.70943 -0.081
C 3.36610 -0.88563 -5.20159 -0.050
C 3.08624 -2.14816 -4.61327 -0.049
C 2.22005 -2.24108 -3.52884 -0.050
C 1.55817 -1.09588 -3.04511 -0.122
C 1.84556 3.02282 -3.35701 -0.291
C 1.57726 4.01084 -4.31981 -0.053
C 2.44125 5.08702 -4.42779 -0.077
C 3.57952 5.19449 -3.66093 -0.056
C 3.84277 4.20837 -2.71992 -0.061
C 2.99614 3.13589 -2.58494 -0.124
C -0.67333 1.71330 -4.08416 -0.268
C -0.67596 1.01202 -5.30645 -0.069
C -1.84777 0.98451 -6.00591 -0.071
C -2.98729 1.66852 -5.56501 -0.061
C -2.91478 2.43337 -4.42214 -0.060
C -1.74452 2.45656 -3.65149 -0.088
H 2.95970 1.20839 -5.10638 0.113
H 4.08276 -0.78176 -6.05209 0.125
H 3.63879 -3.03833 -4.88195 0.108
H 2.09085 -3.19271 -3.03025 0.112
H 0.87826 -1.13696 -2.15869 0.085
H 0.68123 3.93628 -4.97525 0.124
H 2.27977 5.75204 -5.26196 0.110
H 4.25407 6.03377 -3.75670 0.114
H 4.75411 4.28720 -2.13254 0.118
H 3.23216 2.39272 -1.87542 0.038
H 0.22949 0.58629 -5.70505 0.103
H -1.87360 0.48250 -6.98373 0.122
H -3.87009 1.61175 -6.16724 0.108
H -3.72120 3.03865 -4.08540 0.104
H -1.64977 3.01836 -2.74750 0.087
```

=====

Q: Which value of energy does entry 2 give?
A: -6755.009472 a.u.